A cluster of 2 separate species, C9H14 in total at a distorted geometry, computed with the ωB97M-V functional and the def2-TZVPD basis.

The geometry in XYZ format:
```
23
Properties=species:S:1:pos:R:3:nbo_charge:R:1
C 3.39 -0.23 1.14 -0.6065
C 4.22 -1.39 0.59 -0.6046
H 3.71 0.73 0.71 0.2026
H 2.36 -0.28 0.77 0.1988
H 3.44 -0.18 2.23 0.2051
H 4.09 -1.52 -0.48 0.2019
H 5.28 -1.22 0.78 0.2015
H 3.92 -2.32 1.09 0.2018
C -3.50 1.05 -1.98 -0.6280
C -0.36 -0.35 -0.36 -0.2054
C -0.64 -0.20 0.99 -0.2352
C -1.29 0.03 -1.32 -0.2121
C -2.49 0.63 -0.95 -0.0121
C -1.86 0.36 1.36 -0.1940
C -2.77 0.79 0.41 -0.2169
H 0.60 -0.77 -0.68 0.2112
H 0.12 -0.17 1.76 0.2169
H -1.14 -0.21 -2.36 0.2066
H -2.12 0.53 2.40 0.2093
H -3.23 0.66 -2.97 0.2126
H -3.56 2.13 -2.08 0.2207
H -3.69 1.27 0.71 0.2075
H -4.48 0.66 -1.73 0.2182
```

The value obtained for the orbital gap is 10.05 eV. As for the total charge: 0. As for the SMILES: Cc1ccccc1.CC. For the energy above the lowest of the compared OMol25 structures with the same formula, charge and spin, the calculation gives 7.1 kcal/mol.

***

A cluster of 2 separate species, C9H14 in total at a distorted geometry, computed with the ωB97M-V functional and the def2-TZVPD basis.

The geometry in XYZ format:
```
23
Properties=species:S:1:pos:R:3:nbo_charge:R:1
C -2.15 -1.41 -2.66 -0.6323
C -2.94 0.30 -1.00 -0.2262
C -1.99 -0.65 -1.37 0.0017
C -2.76 1.03 0.15 -0.1990
C -1.67 0.78 0.98 -0.2253
C -0.93 -0.94 -0.50 -0.2245
C -0.85 -0.31 0.72 -0.2011
H -3.79 0.45 -1.65 0.2076
H -3.51 1.77 0.44 0.2116
H -1.57 -0.95 -3.47 0.2211
H -3.20 -1.33 -2.98 0.2120
H -1.63 1.34 1.91 0.2116
H -0.22 -1.70 -0.83 0.2104
H -0.16 -0.61 1.50 0.2142
H -1.95 -2.48 -2.55 0.2180
C 3.42 1.12 1.87 -0.6074
C 3.88 0.00 0.92 -0.6092
H 3.15 0.76 2.86 0.1982
H 4.22 1.83 2.07 0.2012
H 2.57 1.68 1.49 0.2049
H 4.58 0.48 0.22 0.2026
H 4.42 -0.73 1.51 0.2036
H 3.07 -0.44 0.35 0.2064
```

The value obtained for the orbital gap is 10.05 eV. As for the total charge: 0. As for the SMILES: Cc1ccccc1.CC. For the energy above the lowest of the compared OMol25 structures with the same formula, charge and spin, the calculation gives 8.0 kcal/mol.

***

A cluster of 2 separate species, C9H14 in total at a distorted geometry, computed with the ωB97M-V functional and the def2-TZVPD basis.

The geometry in XYZ format:
```
23
Properties=species:S:1:pos:R:3:nbo_charge:R:1
C 1.87 1.01 -2.36 -0.6156
C 2.94 0.66 -3.35 -0.6164
H 2.19 1.78 -1.62 0.2066
H 0.92 1.35 -2.74 0.2106
H 1.72 0.00 -1.78 0.2082
H 2.87 -0.44 -3.71 0.1978
H 3.93 0.72 -3.01 0.2069
H 3.06 1.35 -4.20 0.2019
C -3.16 -0.49 1.74 -0.6203
C 0.99 -0.49 0.71 -0.2333
C 0.06 -1.05 -0.13 -0.2129
C 0.50 0.44 1.59 -0.2013
C -1.30 -0.87 0.08 -0.2183
C -0.84 0.61 1.82 -0.2219
C -1.79 -0.11 1.09 -0.0126
H 2.00 -0.82 0.89 0.2246
H 0.25 -1.71 -1.03 0.2202
H 1.19 1.02 2.27 0.2125
H -2.06 -1.22 -0.72 0.2081
H -1.27 1.22 2.60 0.2103
H -3.43 0.50 2.45 0.2023
H -3.06 -1.41 2.38 0.2255
H -3.96 -0.67 1.02 0.2171
```

The value obtained for the orbital gap is 10.09 eV. As for the total charge: 0. As for the SMILES: Cc1ccccc1.CC. For the energy above the lowest of the compared OMol25 structures with the same formula, charge and spin, the calculation gives 44.9 kcal/mol.

***

A cluster of 2 separate species, C9H14 in total at a distorted geometry, computed with the ωB97M-V functional and the def2-TZVPD basis.

The geometry in XYZ format:
```
23
Properties=species:S:1:pos:R:3:nbo_charge:R:1
C -0.04 1.83 2.23 -0.6114
C 0.54 2.43 0.94 -0.6128
H -0.05 0.73 2.17 0.2050
H 0.54 2.23 3.07 0.2036
H -1.08 2.12 2.34 0.2033
H 0.42 1.69 0.14 0.2102
H 1.61 2.68 0.99 0.1996
H 0.02 3.35 0.68 0.2024
C 1.71 -1.96 0.14 -0.6272
C -1.82 -0.38 -1.67 -0.2238
C -1.89 -0.91 -0.39 -0.2122
C -0.66 -0.35 -2.45 -0.2051
C -0.74 -1.41 0.16 -0.2092
C 0.51 -0.92 -1.86 -0.2109
C 0.46 -1.46 -0.58 -0.0260
H -2.71 0.12 -2.05 0.2072
H -2.85 -1.01 0.11 0.2168
H -0.61 0.13 -3.41 0.2161
H -0.80 -1.82 1.16 0.2079
H 1.41 -0.85 -2.48 0.2111
H 2.53 -1.49 -0.41 0.2151
H 1.80 -3.04 -0.03 0.2198
H 1.69 -1.70 1.20 0.2204
```

The value obtained for the orbital gap is 10.15 eV. As for the total charge: 0. As for the SMILES: Cc1ccccc1.CC. For the energy above the lowest of the compared OMol25 structures with the same formula, charge and spin, the calculation gives 10.0 kcal/mol.

***

An isolated molecule of C9H14 at a distorted geometry, computed with the ωB97M-V functional and the def2-TZVPD basis.

The geometry in XYZ format:
```
23
Properties=species:S:1:pos:R:3:nbo_charge:R:1
C -0.67 1.66 0.63 -0.1697
C 0.64 1.46 0.44 -0.2286
C -0.81 -0.85 0.42 0.1293
C -0.68 -2.13 0.22 -0.4837
C -1.52 0.39 0.64 -0.3677
C 1.17 0.15 0.06 0.0447
C -2.60 0.54 -0.51 -0.5782
C 2.07 -0.44 1.16 -0.6290
C 1.58 0.07 -1.37 -0.6487
H -1.29 2.46 0.90 0.2127
H 1.43 2.32 0.39 0.2108
H 0.12 -2.62 -0.26 0.2025
H -1.41 -2.89 0.59 0.1884
H -2.24 0.29 1.42 0.2288
H -2.05 0.42 -1.41 0.2061
H -3.05 1.51 -0.62 0.2039
H -3.49 -0.03 -0.47 0.2096
H 2.53 -1.20 0.69 0.2047
H 1.54 -0.68 2.12 0.2280
H 2.76 0.48 1.38 0.1993
H 2.64 -0.03 -1.51 0.2004
H 1.37 0.94 -1.81 0.2135
H 1.13 -0.73 -1.82 0.2228
```

The value obtained for the orbital gap is 8.62 eV. As for the total charge: 0. For the energy above the lowest of the compared OMol25 structures with the same formula, charge and spin, the calculation gives 123.6 kcal/mol.

***

A cluster of 2 separate species, C9H14 in total at a distorted geometry, computed with the ωB97M-V functional and the def2-TZVPD basis.

The geometry in XYZ format:
```
23
Properties=species:S:1:pos:R:3:nbo_charge:R:1
C -0.48 0.68 0.53 -0.6322
C 0.58 -2.64 -0.58 -0.2122
C 0.48 -1.29 -0.68 -0.2217
C 0.33 -3.40 0.53 -0.2240
C -0.37 -0.75 0.30 -0.0229
C -0.50 -2.75 1.60 -0.1774
C -0.87 -1.46 1.37 -0.2324
H 1.00 -3.24 -1.36 0.2017
H 0.90 -0.80 -1.64 0.2299
H 0.81 -4.35 0.67 0.2143
H -0.58 -3.16 2.53 0.2022
H -0.22 0.84 1.62 0.2209
H -1.43 1.14 0.11 0.2228
H -1.62 -1.13 2.07 0.2147
H 0.21 1.26 0.01 0.2155
C 0.16 4.14 -1.95 -0.6048
C 0.47 4.63 -0.55 -0.6136
H -0.90 3.68 -2.12 0.2070
H 0.28 4.91 -2.65 0.2051
H 1.03 3.40 -2.21 0.1988
H -0.37 5.21 -0.09 0.1987
H 0.67 3.93 0.22 0.2052
H 1.30 5.30 -0.58 0.2043
```

The value obtained for the orbital gap is 9.67 eV. As for the total charge: 0. As for the SMILES: Cc1ccccc1.CC. For the energy above the lowest of the compared OMol25 structures with the same formula, charge and spin, the calculation gives 50.4 kcal/mol.

***

orbital gap of number 1 (C9H14)?
10.05 eV

***

What did the sixth record say?
A cluster of 2 separate species, C9H14 in total at a distorted geometry, computed with the ωB97M-V functional and the def2-TZVPD basis.

The geometry in XYZ format:
```
23
Properties=species:S:1:pos:R:3:nbo_charge:R:1
C -0.48 0.68 0.53 -0.6322
C 0.58 -2.64 -0.58 -0.2122
C 0.48 -1.29 -0.68 -0.2217
C 0.33 -3.40 0.53 -0.2240
C -0.37 -0.75 0.30 -0.0229
C -0.50 -2.75 1.60 -0.1774
C -0.87 -1.46 1.37 -0.2324
H 1.00 -3.24 -1.36 0.2017
H 0.90 -0.80 -1.64 0.2299
H 0.81 -4.35 0.67 0.2143
H -0.58 -3.16 2.53 0.2022
H -0.22 0.84 1.62 0.2209
H -1.43 1.14 0.11 0.2228
H -1.62 -1.13 2.07 0.2147
H 0.21 1.26 0.01 0.2155
C 0.16 4.14 -1.95 -0.6048
C 0.47 4.63 -0.55 -0.6136
H -0.90 3.68 -2.12 0.2070
H 0.28 4.91 -2.65 0.2051
H 1.03 3.40 -2.21 0.1988
H -0.37 5.21 -0.09 0.1987
H 0.67 3.93 0.22 0.2052
H 1.30 5.30 -0.58 0.2043
```

The value obtained for the orbital gap is 9.67 eV. As for the total charge: 0. As for the SMILES: Cc1ccccc1.CC. For the energy above the lowest of the compared OMol25 structures with the same formula, charge and spin, the calculation gives 50.4 kcal/mol.